Below is a 2-piece molecular cluster, C6H12O overall, with properties calculated with wB97M-V/def2-TZVPD.

Summary:
HOMO   -9.7510 eV
Energy above the lowest of the compared OMol25 structures with the same formula, charge and spin   1.842 eV
Total charge   0
E_tot   -310.99159 a.u.
Frontier orbital gap   10.680 eV
SMILES   C=CCCC.C=O
LUMO energy   0.9 eV

XYZ file:
```
19
C6H12O | the Open Molecules 2025 dataset | wB97M-V/def2-TZVPD
C 2.315 -0.147 0.051
C 1.389 0.647 -0.869
C 0.130 1.183 -0.151
C -1.143 0.891 -0.899
C -2.312 0.577 -0.342
C -1.125 -2.093 0.679
O -0.355 -1.885 1.584
H 2.645 0.464 0.902
H 1.795 -1.026 0.457
H 3.210 -0.484 -0.487
H 1.942 1.481 -1.322
H 1.083 0.001 -1.703
H 0.056 0.753 0.858
H 0.219 2.270 -0.014
H -1.080 0.949 -1.987
H -3.197 0.387 -0.942
H -2.429 0.523 0.738
H -2.217 -2.182 0.846
H -0.791 -2.215 -0.368
```